No. 1
104
Properties=species:S:1:pos:R:3:lowdin_charge:R:1 method="wB97M-V/def2-TZVPD" e_above_lowest_ev=0.058
C -1.369 2.671 0.002 -0.068
C -1.988 3.035 -1.401 -0.238
N -2.601 1.892 -2.024 -0.178
C -2.825 2.273 -3.454 -0.276
C -1.594 2.160 -4.301 -0.099
C -3.834 1.466 -1.332 -0.270
C -5.069 2.403 -1.462 -0.083
H -0.656 1.851 -0.092 0.025
H -2.055 2.432 0.815 0.063
H -0.796 3.515 0.386 0.059
H -2.817 3.734 -1.293 0.098
H -1.334 3.572 -2.090 0.105
H -3.456 1.511 -3.912 0.097
H -3.297 3.238 -3.637 0.116
H -1.859 2.306 -5.348 0.081
H -0.926 2.974 -4.021 0.063
H -1.118 1.193 -4.140 0.035
H -3.702 1.246 -0.273 0.078
H -4.025 0.513 -1.825 0.064
H -5.941 1.893 -1.050 0.041
H -5.325 2.675 -2.486 0.064
H -4.947 3.346 -0.929 0.064
C -2.477 -5.626 -4.305 -0.087
C -2.017 -4.348 -3.593 -0.247
N -3.078 -3.338 -3.685 -0.193
C -3.252 -2.755 -5.020 -0.264
C -3.636 -1.312 -5.002 -0.099
C -4.281 -3.368 -2.799 -0.230
C -3.955 -3.911 -1.406 -0.099
H -2.723 -5.415 -5.346 0.062
H -3.324 -6.160 -3.875 0.069
H -1.694 -6.377 -4.410 0.065
H -1.717 -4.572 -2.569 0.094
H -1.118 -3.948 -4.061 0.100
H -2.239 -2.690 -5.417 0.116
H -3.940 -3.342 -5.628 0.112
H -2.831 -0.667 -4.651 0.064
H -3.961 -1.079 -6.016 0.078
H -4.561 -1.076 -4.475 0.065
H -5.035 -3.999 -3.268 0.110
H -4.621 -2.338 -2.688 0.046
H -4.723 -3.668 -0.671 0.020
H -2.984 -3.521 -1.099 0.047
H -3.919 -5.000 -1.405 0.074
C 3.346 -2.661 1.645 -0.085
C 3.928 -1.340 2.136 -0.263
N 5.374 -1.242 2.083 -0.170
C 5.947 -0.009 2.637 -0.258
C 5.968 -0.093 4.150 -0.092
C 5.838 -1.333 0.708 -0.277
C 7.314 -1.588 0.529 -0.096
H 2.279 -2.638 1.868 0.068
H 3.805 -3.480 2.199 0.086
H 3.334 -2.750 0.559 0.057
H 3.499 -0.495 1.599 0.101
H 3.615 -1.346 3.180 0.112
H 6.991 0.037 2.327 0.105
H 5.528 0.949 2.329 0.095
H 6.594 -0.898 4.537 0.073
H 6.386 0.809 4.596 0.066
H 4.999 -0.280 4.612 0.060
H 5.656 -0.398 0.178 0.113
H 5.247 -2.066 0.158 0.100
H 7.454 -2.423 -0.156 0.070
H 7.736 -1.985 1.452 0.076
H 7.945 -0.744 0.250 0.072
C 5.047 4.514 2.907 -0.090
C 4.139 3.819 3.914 -0.262
N 2.828 3.364 3.382 -0.176
C 3.028 2.267 2.389 -0.255
C 1.743 1.910 1.725 -0.100
C 1.969 2.974 4.470 -0.257
C 1.656 4.154 5.471 -0.080
H 4.384 5.052 2.230 0.081
H 5.659 3.800 2.355 0.056
H 5.767 5.195 3.362 0.071
H 4.643 3.107 4.567 0.112
H 3.879 4.639 4.582 0.091
H 3.571 1.420 2.809 0.085
H 3.710 2.678 1.645 0.107
H 1.915 1.349 0.806 0.062
H 1.179 2.773 1.372 0.070
H 1.173 1.266 2.394 0.076
H 1.038 2.624 4.025 0.099
H 2.387 2.160 5.063 0.111
H 0.717 3.923 5.973 0.063
H 2.449 4.257 6.212 0.060
H 1.520 5.106 4.958 0.073
Br -5.427 -1.408 4.247 0.570
C -6.336 -1.209 2.450 -0.635
C -5.413 -1.623 1.369 -0.688
Br -6.047 -1.196 -0.462 0.719
H -6.737 -0.233 2.177 0.063
H -7.139 -1.938 2.561 0.049
H -5.146 -2.679 1.397 0.058
H -4.497 -1.051 1.517 -0.015
Br -1.737 -1.039 0.717 0.611
C -1.099 -1.276 -1.206 -0.577
C 0.375 -0.814 -1.332 -0.617
Br 0.944 -0.955 -3.245 0.587
H -1.761 -0.752 -1.896 0.038
H -1.149 -2.361 -1.303 0.021
H 1.072 -1.474 -0.817 0.039
H 0.531 0.241 -1.106 0.024

No. 2
113
Properties=species:S:1:pos:R:3:lowdin_charge:R:1 method="wB97M-V/def2-TZVPD" e_above_lowest_ev=0.000
C 3.717 -4.488 2.942 -0.084
N 2.917 -3.734 3.946 -0.096
C 1.925 -2.854 3.332 -0.207
C 0.623 -3.594 2.979 -0.855
O 0.120 -3.162 1.779 -0.042
Br -0.719 -3.180 4.390 0.785
O 0.817 -4.953 2.793 -0.038
C 0.860 -5.761 3.921 -0.317
O -0.085 -6.423 4.274 0.095
H 4.708 -4.070 2.859 0.079
H 3.231 -4.433 1.983 0.058
H 3.781 -5.523 3.236 0.069
H 3.567 -3.119 4.404 0.099
H 1.696 -2.072 4.035 0.091
H 2.312 -2.375 2.438 0.127
H -0.025 -2.213 1.845 0.022
H 1.829 -5.804 4.408 0.126
C 2.010 1.782 -2.225 -0.100
O 0.635 2.100 -2.104 -0.217
C -0.224 1.362 -2.962 -0.211
C -1.039 0.343 -2.197 -0.208
N -0.210 -0.745 -1.696 -0.035
C -0.865 -1.628 -0.736 -0.191
C -1.409 -1.051 0.566 -0.198
O -0.420 -0.654 1.501 -0.225
C 0.158 0.621 1.283 -0.050
H 2.569 2.568 -1.720 0.090
H 2.256 0.825 -1.751 0.076
H 2.319 1.751 -3.273 0.092
H 0.342 0.892 -3.771 0.125
H -0.915 2.081 -3.413 0.120
H -1.802 -0.070 -2.863 0.126
H -1.559 0.882 -1.393 0.107
H 0.620 -0.359 -1.269 0.073
H -0.139 -2.400 -0.468 0.103
H -1.688 -2.139 -1.246 0.129
H -1.958 -1.857 1.062 0.129
H -2.134 -0.245 0.404 0.120
H -0.564 1.334 0.880 0.093
H 1.028 0.554 0.625 0.084
H 0.508 0.996 2.244 0.086
C 2.492 6.918 -2.150 -0.116
O 2.150 5.651 -2.673 -0.194
C 0.751 5.377 -2.716 -0.205
C 0.221 5.399 -4.132 -0.215
N 0.209 6.743 -4.695 -0.049
C -0.050 6.814 -6.130 -0.200
C 0.896 6.099 -7.091 -0.231
O 2.185 6.669 -7.192 -0.178
C 3.097 6.304 -6.174 -0.100
H 3.563 6.910 -1.953 0.087
H 2.280 7.730 -2.855 0.076
H 1.965 7.116 -1.213 0.088
H 0.195 6.068 -2.075 0.126
H 0.617 4.370 -2.320 0.098
H -0.801 5.008 -4.129 0.123
H 0.839 4.705 -4.719 0.104
H 1.092 7.191 -4.500 0.068
H -0.054 7.871 -6.403 0.119
H -1.063 6.439 -6.310 0.117
H 0.462 6.190 -8.090 0.121
H 0.971 5.025 -6.882 0.111
H 2.947 5.273 -5.844 0.087
H 3.034 6.975 -5.313 0.072
H 4.101 6.394 -6.587 0.088
C -1.528 -7.399 -4.373 -0.116
O -2.079 -6.998 -3.136 -0.192
C -1.901 -7.926 -2.072 -0.217
C -0.895 -7.435 -1.055 -0.215
N 0.461 -7.433 -1.589 -0.048
C 1.446 -6.741 -0.761 -0.189
C 1.237 -5.265 -0.451 -0.233
O 1.400 -4.373 -1.534 -0.176
C 0.323 -4.291 -2.449 -0.107
H -1.929 -6.736 -5.137 0.087
H -0.436 -7.316 -4.387 0.076
H -1.809 -8.427 -4.619 0.087
H -1.620 -8.910 -2.458 0.121
H -2.869 -8.026 -1.575 0.121
H -0.929 -8.094 -0.183 0.125
H -1.221 -6.439 -0.727 0.106
H 0.456 -7.011 -2.507 0.068
H 2.413 -6.840 -1.262 0.120
H 1.527 -7.280 0.189 0.118
H 2.008 -4.977 0.264 0.100
H 0.281 -5.068 0.043 0.101
H -0.636 -4.525 -1.979 0.085
H 0.490 -4.927 -3.324 0.081
H 0.297 -3.259 -2.801 0.075
C -1.556 3.245 8.103 -0.115
O -1.774 2.039 7.400 -0.191
C -3.137 1.748 7.120 -0.216
C -3.458 1.910 5.650 -0.215
N -3.428 3.307 5.239 -0.050
C -3.481 3.530 3.797 -0.197
C -2.389 2.933 2.915 -0.235
O -1.113 3.527 3.056 -0.183
C -0.364 3.082 4.171 -0.106
H -0.526 3.233 8.456 0.088
H -1.689 4.128 7.467 0.076
H -2.221 3.328 8.967 0.088
H -3.801 2.361 7.737 0.122
H -3.300 0.702 7.392 0.122
H -4.459 1.509 5.465 0.124
H -2.746 1.289 5.091 0.104
H -2.594 3.742 5.606 0.067
H -3.475 4.611 3.639 0.121
H -4.447 3.165 3.434 0.118
H -2.682 3.123 1.879 0.121
H -2.317 1.843 3.017 0.107
H -0.541 2.025 4.389 0.086
H -0.573 3.678 5.063 0.074
H 0.693 3.213 3.936 0.088

no.,M (g mol⁻¹)
1,780.496
2,730.780